(1)
The following is a DFT calculation (ωB97M-V with the def2-TZVPD basis set) of a 3-piece molecular cluster, C25H49BrO7S2 overall at a distorted geometry.

The value obtained for the highest occupied orbital energy is -9.40 eV. The value obtained for the LUMO energy is 0.35 eV. The largest force on an atom is 9.5 eV Å⁻¹. For the HOMO-LUMO gap, the calculation gives 9.749 eV. The molar mass is 605.70 u. For the electronic energy, the calculation gives -4878.53520 Eh.

Last column: Löwdin charge in e.
Cartesian coordinates (Å):
Br1 -1.60938 3.55385 3.14598  0.71
S1 -4.80946 -1.95582 -2.63557  0.84
S2 0.97137 4.10443 -3.72090  0.79
O1 -4.19356 3.51631 0.98143  0.01
O2 -4.60960 -0.51607 4.19878  -0.04
O3 1.19120 2.62090 -3.72037  -0.55
O4 -3.67287 0.96107 2.54599  -0.10
O5 6.35575 -0.37377 3.67369  -0.27
O6 -2.04856 4.09157 -0.29872  -0.09
O7 -3.51220 -1.70223 -1.92704  -0.58
C1 -0.44646 0.68604 -1.36745  -0.15
C2 -0.36933 -3.44543 -1.08746  -0.22
C3 -0.06143 -1.99665 -1.79065  -0.20
C4 -2.23156 -1.19002 3.56480  -0.03
C5 4.70033 -1.53071 2.13362  -0.17
C6 0.52089 2.59474 1.36504  -0.26
C7 2.50017 4.88053 -4.29780  -0.26
C8 5.00975 -0.20187 3.05305  -0.23
C9 -1.63887 1.70659 -0.89774  -0.18
C10 -1.52528 3.29103 -1.41747  -0.13
C11 -2.06024 1.84374 0.67343  -0.24
C12 -0.96292 2.12370 1.84216  -0.51
C13 3.25776 -2.25715 2.46396  -0.20
C14 0.99123 -4.11206 -0.45439  -0.21
C15 -2.96127 3.24454 0.52187  -0.26
C16 -0.00785 4.50794 -5.18799  -0.26
C17 1.74286 1.57359 1.85971  -0.12
C18 6.22578 0.12631 5.05777  -0.14
C19 -3.54463 -0.22161 3.40999  -0.27
C20 -3.18822 0.71667 1.17853  -0.12
C21 1.27627 -3.55313 1.09305  -0.19
C22 2.44824 -2.36211 1.02605  -0.22
C23 -4.41804 -2.70230 -4.23617  -0.27
C24 -5.54275 -3.44268 -1.91059  -0.26
C25 -0.79267 -0.84621 -0.87637  -0.22
H1 5.11891 0.73689 2.32813  0.13
H2 -5.34200 -3.01103 -4.73101  0.05
H3 -0.40144 3.63810 -1.54782  0.08
H4 -5.83150 -3.22020 -0.88103  0.05
H5 1.97635 -1.33008 0.68048  0.10
H6 -3.76074 -3.56382 -4.09644  0.06
H7 2.32363 1.22695 0.89722  0.07
H8 1.60215 -4.46934 1.76023  0.11
H9 0.77608 3.63651 1.88895  0.09
H10 0.46045 4.08286 -6.07871  0.06
H11 2.33944 5.95371 -4.42554  0.05
H12 2.62491 -1.58556 3.20143  0.10
H13 4.74582 -1.22068 0.99139  0.11
H14 2.49961 2.19933 2.53123  0.08
H15 -1.11125 -3.24478 -0.18430  0.10
H16 -1.00647 4.08276 -5.06601  0.05
H17 3.21278 -2.67070 0.18976  0.10
H18 5.74126 1.20192 5.00794  0.10
H19 -2.56788 1.33753 -1.54938  0.16
H20 -6.43007 -3.72730 -2.48121  0.05
H21 -0.08688 5.59328 -5.28672  0.06
H22 -4.81595 -4.25825 -1.91474  0.06
H23 0.87627 -5.28202 -0.41072  0.10
H24 4.15877 0.00806 3.83333  0.11
H25 -2.84559 -0.38677 0.96487  0.12
H26 -1.72963 -1.42662 2.52765  0.07
H27 -0.83294 1.10633 2.45099  0.10
H28 -3.91069 -1.95619 -4.85213  0.05
H29 7.25667 0.09577 5.61347  0.10
H30 1.10267 -1.75850 -1.89649  0.12
H31 -0.47220 -0.90857 0.27100  0.11
H32 -1.96857 -0.98649 -1.00056  0.07
H33 2.81337 4.43236 -5.24377  0.06
H34 -0.61069 -1.99173 -2.84647  0.12
H35 -2.60026 -2.20025 4.07924  0.11
H36 0.32096 -3.01655 1.55310  0.10
H37 -0.95001 -4.16142 -1.82630  0.11
H38 0.67030 2.76965 0.22062  0.09
H39 1.33766 0.67888 2.50271  0.07
H40 5.51793 -0.63429 5.63949  0.11
H41 5.56609 -2.31429 2.38083  0.13
H42 -2.00578 3.37971 -2.48329  0.14
H43 -4.12447 0.90186 0.46175  0.16
H44 0.64233 1.02976 -1.09117  0.11
H45 -1.48909 -0.69448 4.33117  0.10
H46 3.27637 4.71881 -3.54624  0.05
H47 3.51882 -3.32153 2.90219  0.12
H48 1.90722 -3.86505 -1.17097  0.11
H49 -0.47721 0.66179 -2.56038  0.13

***

(2)
The following is a DFT calculation (ωB97M-V with the def2-TZVPD basis set) of C16H22GaIN3 as an isolated structure at a distorted geometry.

The value obtained for the highest occupied orbital energy is -5.36 eV. The value obtained for the LUMO energy is 2.51 eV. The largest force on an atom is 1.8 eV Å⁻¹. For the HOMO-LUMO gap, the calculation gives 7.870 eV. The charge is -1. The molar mass is 453.00 u. For the electronic energy, the calculation gives -3009.63275 Eh.

Last column: Löwdin charge in e.
Cartesian coordinates (Å):
I1 -4.73593 3.36518 -1.68210  0.71
Ga1 -1.75268 0.24268 -1.06182  0.45
N1 -0.23198 -0.12232 2.68114  0.10
N2 0.19721 -3.23815 -3.82098  0.04
N3 3.44974 -2.42374 1.33634  0.06
C1 -1.90211 4.46228 -1.42379  -0.18
C2 -2.07302 1.98276 -2.09131  -0.35
C3 2.51535 -1.89346 2.12838  -0.15
C4 4.07546 -1.47071 3.87629  -0.10
C5 -1.07986 -3.26164 -3.46594  -0.20
C6 -1.69709 -2.31336 -2.70456  -0.13
C7 4.69361 -2.47736 1.81151  -0.18
C8 0.33803 -1.17633 -2.62624  -0.13
C9 -0.29966 0.59102 0.39052  -0.20
C10 -0.98300 -1.22897 -2.25441  -0.24
C11 5.05942 -2.01967 3.06700  -0.10
C12 2.77762 -1.40424 3.40003  -0.08
C13 -0.80659 0.58552 1.77622  -0.52
C14 -1.99972 1.45679 2.10760  -0.07
C15 -2.61658 3.11052 -1.19544  -0.80
C16 0.86484 -2.17272 -3.39161  -0.19
H1 -1.12293 4.39279 -2.17441  0.06
H2 -1.66291 -4.12188 -3.78805  0.09
H3 -2.73975 -2.41426 -2.44502  0.08
H4 -1.46220 4.84725 -0.50441  0.06
H5 6.08654 -2.09089 3.40076  0.09
H6 -1.75499 2.48120 1.82691  0.07
H7 -2.24560 1.39534 3.16276  0.06
H8 0.23998 1.51068 0.14969  0.06
H9 4.31949 -1.09926 4.86454  0.10
H10 -1.11297 2.29695 -2.49747  0.04
H11 -0.71598 0.00287 3.57038  0.03
H12 1.51246 -1.85819 1.72374  0.08
H13 5.43109 -2.91164 1.14348  0.09
H14 0.42782 -0.21562 0.32874  0.03
H15 -3.06781 -0.33635 -0.33657  -0.03
H16 0.96613 -0.36103 -2.30130  0.09
H17 -2.57476 2.86584 -0.14398  0.01
H18 1.97797 -0.98248 3.99052  0.08
H19 -2.61576 5.20800 -1.75636  0.01
H20 1.91625 -2.11028 -3.66235  0.09
H21 -2.83932 1.12999 1.49802  0.04
H22 -2.75581 1.77688 -2.90645  0.00

***

(3)
The following is a DFT calculation (ωB97M-V with the def2-TZVPD basis set) of a 2-piece molecular cluster, C5H13NO overall at a distorted geometry.

The value obtained for the highest occupied orbital energy is -8.46 eV. The value obtained for the LUMO energy is 0.65 eV. The largest force on an atom is 5.0 eV Å⁻¹. For the HOMO-LUMO gap, the calculation gives 9.102 eV. The molar mass is 103.16 u. The energy above the lowest of the compared OMol25 structures with the same formula, charge and spin is 325.87 kJ/mol. For the electronic energy, the calculation gives -328.19473 Eh.

Last column: Löwdin charge in e.
Cartesian coordinates (Å):
O1 0.56681 -1.70764 -2.30865  -0.11
N1 0.95935 -0.70231 1.76211  -0.02
C1 -0.26213 1.13468 0.86117  -0.20
C2 0.52568 2.25006 -1.23388  0.00
C3 -0.10382 -0.33524 0.77014  -0.55
C4 -1.27260 -1.27304 0.91443  -0.08
C5 -0.55848 1.69416 -0.54517  -0.14
H1 -1.48686 1.64888 -1.04590  0.08
H2 0.41826 -0.52491 -0.21998  0.11
H3 0.57899 1.65966 1.33699  0.12
H4 0.22234 -2.66117 -2.28873  0.08
H5 -1.18459 1.26348 1.40438  0.10
H6 0.96078 -1.73321 1.53389  0.07
H7 1.47064 -1.79165 -1.91641  0.05
H8 0.26739 3.07431 -1.87897  0.03
H9 -2.18198 -0.99635 0.28503  0.10
H10 0.56308 -0.42605 2.79324  0.14
H11 -0.88601 -2.26414 0.69029  0.06
H12 1.57016 1.81578 -1.15834  0.08
H13 -1.53401 -1.31098 1.99883  0.08

***

(4)
The following is a DFT calculation (ωB97M-V with the def2-TZVPD basis set) of C41H35AsN3O2STl as an isolated structure.

The value obtained for the highest occupied orbital energy is -1.78 eV. The value obtained for the LUMO energy is 4.19 eV. The largest force on an atom is 0.5 eV Å⁻¹. For the HOMO-LUMO gap, the calculation gives 5.966 eV. The charge is -2. The molar mass is 913.12 u. The energy above the lowest of the compared OMol25 structures with the same formula, charge and spin is 39.06 kJ/mol. For the electronic energy, the calculation gives -4704.70818 Eh.

Last column: Löwdin charge in e.
Cartesian coordinates (Å):
Tl1 -1.29753 -0.92893 0.24306  0.65
As1 1.88673 0.97202 1.45556  1.31
S1 -0.33074 1.77168 -0.91618  0.42
O1 -2.64690 -4.11527 -3.01749  -0.04
O2 -5.68975 0.18734 1.64099  -0.03
N1 -1.48439 -2.38459 -2.01570  0.00
N2 -3.67360 -1.77331 -0.53907  0.08
N3 -3.45868 0.39634 1.07313  0.00
C1 -1.76845 0.90169 3.36021  -0.08
C2 3.27086 1.67627 2.68803  -0.39
C3 -0.80196 -0.48603 -3.98176  -0.05
C4 3.94479 3.31192 -1.39801  -0.13
C5 4.83023 2.75607 4.75851  -0.12
C6 -2.31538 3.31968 3.03067  -0.08
C7 2.98233 3.48395 -2.38755  -0.13
C8 0.07172 -1.67677 -3.72108  -0.20
C9 3.51383 -0.88540 -0.19257  -0.08
C10 4.15049 -3.09236 0.52221  -0.11
C11 -2.95802 4.35848 2.38023  -0.12
C12 -3.33096 1.70451 1.54281  -0.22
C13 -6.02288 -1.87725 -0.17417  -0.02
C14 2.77290 -1.72063 1.92658  -0.15
C15 1.71445 2.96091 -2.23627  -0.15
C16 -4.81075 2.49203 -0.34715  -0.04
C17 5.10095 1.49110 4.26026  -0.11
C18 -4.65798 -0.16404 1.03525  -0.53
C19 3.43355 -2.91673 1.69831  -0.10
C20 1.33422 2.23696 -1.08504  -0.75
C21 2.34030 2.03754 -0.10193  -0.44
C22 -2.49172 2.00139 2.62948  -0.21
C23 -4.76381 -1.35161 0.09691  -0.19
C24 2.01123 -3.02137 -4.23913  -0.13
C25 -3.77839 -2.71017 -1.47858  -0.18
C26 3.60851 2.58486 -0.26753  -0.15
C27 4.17907 -2.08084 -0.42458  -0.09
C28 2.81824 -0.68594 0.99304  -0.40
C29 1.23983 -1.88592 -4.44133  -0.08
C30 1.62414 -3.94377 -3.28073  -0.08
C31 -6.14336 -2.84597 -1.15635  -0.07
C32 3.01735 2.95372 3.19645  -0.13
C33 -5.00543 -3.26717 -1.82315  -0.02
C34 -0.31826 -2.61705 -2.74657  -0.22
C35 -3.97330 2.76790 0.86813  -0.21
C36 0.47941 -3.74956 -2.51956  -0.21
C37 0.07102 -4.73702 -1.46450  -0.05
C38 -2.53953 -3.14329 -2.23872  -0.52
C39 3.78420 3.49250 4.21546  -0.11
C40 4.32612 0.95533 3.23894  -0.11
C41 -3.77650 4.07097 1.29804  -0.08
H1 4.66007 -4.03084 0.33597  0.09
H2 2.22229 -4.83549 -3.11612  0.09
H3 4.34950 2.44300 0.51317  0.09
H4 -1.81254 -0.80646 -4.24686  0.08
H5 3.55229 4.47545 4.60876  0.09
H6 -4.25933 4.88244 0.76177  0.09
H7 -6.86721 -1.49326 0.38030  0.10
H8 2.90840 -3.18922 -4.82615  0.08
H9 -5.03985 3.41624 -0.88059  0.07
H10 -5.03124 -4.00866 -2.60885  0.10
H11 -2.81239 5.38416 2.70089  0.08
H12 1.54563 -1.15615 -5.18452  0.09
H13 3.53081 -0.10397 -0.94303  0.10
H14 4.93500 3.73950 -1.50393  0.08
H15 -0.73164 0.85207 3.02020  0.02
H16 0.97191 3.10751 -3.01025  0.08
H17 -0.88627 0.12583 -3.08351  0.01
H18 4.71441 -2.22783 -1.35328  0.10
H19 -7.11512 -3.25791 -1.40547  0.09
H20 -1.65783 3.52791 3.86968  0.10
H21 -5.74665 2.00142 -0.07144  0.07
H22 -0.02881 -4.23364 -0.49931  0.07
H23 4.54762 -0.03747 2.86484  0.09
H24 0.80701 -5.53873 -1.37325  0.07
H25 -4.27301 1.81709 -1.01762  0.08
H26 -0.89992 -5.17060 -1.71455  0.07
H27 5.42302 3.16438 5.56864  0.09
H28 3.23090 4.03646 -3.28827  0.09
H29 5.91213 0.90909 4.68373  0.09
H30 3.38810 -3.71314 2.43199  0.09
H31 -1.76586 1.08602 4.43741  0.07
H32 -0.39783 0.12945 -4.78767  0.07
H33 2.19370 3.52105 2.77264  0.10
H34 2.20665 -1.58132 2.84289  0.10
H35 -2.24210 -0.05853 3.16419  0.05

***

(5)
The following is a DFT calculation (ωB97M-V with the def2-TZVPD basis set) of a 14-piece molecular cluster, C5H38NO13S2 overall at a distorted geometry.

The value obtained for the highest occupied orbital energy is -5.37 eV. The value obtained for the LUMO energy is 2.34 eV. The largest force on an atom is 8.3 eV Å⁻¹. For the HOMO-LUMO gap, the calculation gives 7.707 eV. The charge is -1. The molar mass is 384.49 u. The energy above the lowest of the compared OMol25 structures with the same formula, charge and spin is 341.47 kJ/mol. For the electronic energy, the calculation gives -2042.48545 Eh.

Last column: Löwdin charge in e.
Cartesian coordinates (Å):
S1 2.61120 -3.45177 -0.87204  0.71
S2 -2.71886 0.47886 2.99158  0.38
O1 0.95495 0.02046 3.80966  -0.08
O2 -0.64948 -2.02795 2.95296  -0.13
O3 2.59569 1.40549 2.16143  -0.07
O4 -1.22548 2.57992 -1.56889  -0.05
O5 0.27897 4.46351 0.85898  -0.10
O6 2.13681 1.31591 -0.42526  -0.10
O7 1.78152 3.88317 -1.57630  -0.11
O8 3.74981 0.66216 -2.54808  -0.13
O9 -0.26594 2.47644 2.51440  -0.17
O10 0.43037 -0.39258 -4.67345  -0.10
O11 -2.04934 -0.49492 -3.64750  -0.05
O12 -1.24885 -3.34630 -2.09052  -0.02
O13 -1.80633 -3.06640 0.63100  -0.01
N1 -0.25403 -0.29153 -0.08187  -0.05
C1 -2.23065 0.92272 0.26503  -0.26
C2 -1.47655 0.01679 -0.81984  -0.21
C3 -3.11874 0.04353 1.15137  -0.55
C4 0.63048 -1.22653 -0.85919  -0.27
C5 1.31748 -2.42541 -0.17115  -0.60
H1 2.36562 0.65538 2.73740  0.02
H2 -0.73701 -4.12693 -2.07887  0.03
H3 3.49839 -2.47267 -0.99807  -0.15
H4 -1.44183 -1.41774 3.35451  0.02
H5 2.30673 3.26038 -2.07199  0.00
H6 -0.49480 -0.44613 -4.37920  -0.03
H7 1.87939 -1.86165 0.65718  0.09
H8 2.93954 0.88897 -1.90615  0.04
H9 -2.98792 1.82435 -0.10140  0.15
H10 -1.94534 -0.93835 -1.09232  0.09
H11 -1.97876 2.68428 -1.04200  -0.03
H12 -1.44488 1.39928 0.89333  0.04
H13 -1.07944 1.70572 2.41089  0.00
H14 1.43139 0.90289 0.01116  -0.02
H15 -1.10672 0.69182 -1.71750  0.12
H16 0.25962 -0.63399 3.27727  0.08
H17 -2.69164 -2.84547 0.82823  0.04
H18 -1.28868 -2.48012 1.11405  -0.05
H19 3.18806 0.58100 -3.30845  -0.01
H20 0.35293 0.50065 4.20441  -0.08
H21 -2.39246 -1.29234 -3.15235  0.08
H22 -2.96120 -0.96934 1.16328  -0.03
H23 0.04040 -1.66970 -1.79444  0.12
H24 -0.69562 2.98824 3.14823  0.00
H25 -4.10933 0.36720 0.81358  0.06
H26 1.25359 4.51170 0.69194  0.05
H27 -2.03042 0.17731 -3.00833  -0.02
H28 1.39537 -0.67852 -1.49033  0.10
H29 -0.51904 -0.81025 0.68391  0.03
H30 0.58810 -3.03865 0.35063  0.04
H31 -0.62181 -2.68457 3.59517  0.02
H32 -0.65878 3.30363 -1.27469  0.03
H33 0.61857 0.55675 -4.42549  0.05
H34 1.29173 3.27377 -0.87409  0.05
H35 1.78694 1.90566 2.22563  0.00
H36 -1.56642 -3.33919 -1.22810  -0.04
H37 2.84275 1.48018 0.30263  0.10
H38 0.01979 3.83597 1.55600  -0.03

***

(6)
The following is a DFT calculation (ωB97M-V with the def2-TZVPD basis set) of one molecule with the formula C5H9NO.

The value obtained for the highest occupied orbital energy is -9.42 eV. The value obtained for the LUMO energy is 1.03 eV. The largest force on an atom is 0.4 eV Å⁻¹. For the HOMO-LUMO gap, the calculation gives 10.451 eV. The molar mass is 99.13 u. The energy above the lowest of the compared OMol25 structures with the same formula, charge and spin is 332.76 kJ/mol. For the electronic energy, the calculation gives -325.81081 Eh.

Last column: Löwdin charge in e.
Cartesian coordinates (Å):
O1 1.70628 0.26798 -1.79995  0.01
N1 -1.43416 0.27821 -0.08773  -0.04
C1 1.87838 -1.30349 0.31737  -0.03
C2 0.38899 0.07724 -1.29526  -0.27
C3 -0.63293 1.02315 -0.71509  -0.10
C4 -2.40078 0.56781 0.91892  -0.13
C5 1.54126 -0.03875 -0.41698  -0.33
H1 1.72728 0.85644 0.18228  0.14
H2 -1.91493 0.39136 1.88865  0.08
H3 -2.84348 1.57019 0.91447  0.07
H4 1.40361 -1.18377 1.30204  0.09
H5 -3.18356 -0.19022 0.82462  0.07
H6 -0.53239 2.12285 -0.68921  0.13
H7 -0.10826 -0.80637 -1.68471  0.14
H8 1.45411 -2.20062 -0.13904  0.08
H9 2.95056 -1.43200 0.47963  0.08